Formula: C4H10N4
Source: the OMol25 dataset
Level of theory: the ωB97M-V functional and the def2-TZVPD basis

```
! wB97M-V def2-TZVPD RIJCOSX def2/J DEFGRID3
* xyz 0 1
C 1.282 -0.545 0.353
C 0.788 0.577 -0.461
C -0.257 -0.085 0.661
C -2.840 0.409 -0.079
H 1.995 -1.394 -1.246
H 2.574 -2.384 0.227
H 1.925 -0.138 1.056
H 0.190 0.271 -1.313
H 0.612 2.544 -0.812
H 1.381 2.028 0.791
H -0.540 0.631 1.580
H -0.659 -2.141 -0.062
H -2.196 1.256 0.424
H -3.990 0.500 -0.164
N 1.550 -1.758 -0.304
N 1.384 1.942 -0.273
N -0.947 -1.009 0.013
N -2.253 -0.706 -0.390
*
```

Summary:
Frontier orbital gap, eV: 8.458
E_HOMO, eV: -7.70
Strongest force on any atom, eV/Å: 6.15